No. 1
{"formula": "C13H38ClN2O10", "method": "ωB97M-V/def2-TZVPD", "symbols": ["H", "H", "H", "C", "H", "C", "O", "H", "Cl", "H", "C", "H", "O", "N", "O", "C", "H", "C", "H", "H", "H", "O", "H", "O", "C", "H", "H", "C", "H", "N", "H", "H", "C", "H", "O", "H", "H", "H", "H", "H", "O", "H", "O", "H", "H", "H", "O", "H", "H", "C", "H", "H", "H", "C", "H", "C", "C", "H", "O", "H", "H", "C", "H", "H"], "positions_angstrom": [[2.3958, -1.4845, -0.1012], [1.4029, -1.2508, -4.6544], [-3.0950, 3.7121, 0.0793], [2.7580, -2.1714, -0.8689], [-3.4317, -0.3429, -2.5405], [2.1686, 2.6997, 3.6273], [0.0985, -0.0577, 0.5851], [4.4193, -2.6646, -2.0756], [-1.0398, 0.8386, 0.4872], [0.2786, 3.6426, 5.2339], [-0.1699, -2.6274, 5.0116], [-1.7539, 3.3711, 1.8553], [0.9273, -2.2884, 2.8616], [-3.4405, 4.5862, 0.4340], [-3.0575, 6.2776, 1.9355], [0.1123, -1.6999, 3.8560], [3.1318, 3.1968, 3.7499], [4.5939, -0.6153, -1.5718], [-4.2291, 5.0629, 0.0459], [-0.6448, 0.2861, -2.9178], [4.4827, -2.8239, 0.5840], [1.3618, 0.3551, -2.4713], [-1.8542, -2.3720, -2.6626], [-3.6889, -2.9323, -1.9397], [-2.8507, 5.1277, 1.5405], [2.0011, 2.0830, 4.5160], [-3.7725, -3.2147, -4.8579], [0.2537, -0.3187, -3.0723], [-0.8085, -1.3128, 3.4109], [-1.9706, 4.2954, 2.1869], [-2.8990, -0.5330, -4.1869], [-3.2312, -4.3681, -3.7780], [-3.4377, -1.0408, -3.3804], [1.2032, 4.3850, 2.6374], [-2.0228, 0.1746, -0.3366], [0.8304, 0.4080, -4.9757], [2.5945, -3.1604, -0.4133], [0.6171, -0.8132, 4.2660], [-0.2748, -1.0372, -5.0183], [-3.6053, -2.3289, -1.1925], [-1.5725, 1.1181, 1.8028], [0.1947, 3.0161, 2.9695], [0.5681, 4.2879, 4.5848], [1.3184, 0.1303, -1.5332], [5.6807, -0.4936, -1.6125], [4.1134, -0.4054, -2.5288], [5.0545, -2.5167, -0.1239], [-1.0049, -3.3073, 4.8285], [-1.3993, 4.7626, 2.8677], [-2.8929, -2.4101, -3.0068], [2.2437, 1.9881, 2.8006], [-1.9735, -3.4687, -4.6675], [0.7835, -1.8141, 2.0348], [4.2458, -2.0395, -1.1923], [-0.4162, -2.0537, 5.9081], [0.9881, 3.6390, 3.4013], [0.5743, -0.5510, -4.5300], [0.0800, -1.2496, -2.5214], [-0.6417, 2.0998, -0.0930], [2.1524, -2.1504, -1.7710], [-4.4643, -1.1614, -3.7349], [-2.9362, -3.3876, -4.1734], [4.2589, 0.1649, -0.8833], [0.6918, -3.2407, 5.2848]], "forces_ev_per_angstrom": [[0.1, 0.4, -0.3], [0.2, 0.2, 0.2], [-0.3, 0.0, -0.2], [0.2, -1.0, 0.6], [0.0, -0.2, 0.1], [0.1, -0.2, 0.0], [0.4, 0.1, 0.2], [0.3, -0.1, 0.1], [0.0, -0.1, -0.2], [0.0, -0.2, -0.1], [-0.2, -0.5, 0.3], [0.1, -0.1, 0.0], [0.0, -0.5, 0.0], [0.2, 0.0, 0.3], [-0.2, -0.6, -0.3], [0.1, 1.0, 0.1], [-0.1, 0.1, 0.0], [0.4, 0.3, 0.0], [0.0, 0.0, -0.2], [-0.1, 0.0, -0.3], [0.0, 0.0, 0.0], [0.0, -0.3, 0.0], [0.0, 0.3, 0.0], [-0.1, -0.2, -0.1], [0.6, 0.4, 0.5], [-0.1, 0.1, 0.0], [0.4, 0.5, -0.2], [0.3, 0.1, 0.6], [-0.1, -0.2, 0.1], [-0.6, 0.7, -0.2], [0.2, -0.3, 0.0], [0.6, 0.0, 0.1], [0.1, 0.4, -0.2], [0.1, 0.2, 0.3], [-0.2, 0.3, 0.1], [-0.1, -0.1, -0.3], [0.0, 0.0, -0.3], [0.1, 0.0, -0.1], [-0.1, 0.4, -0.2], [0.0, 0.0, 0.0], [-0.1, -0.3, 0.1], [-0.1, 0.1, 0.2], [0.0, 0.7, 0.0], [0.0, 0.4, 0.1], [-0.1, -0.1, -0.4], [0.2, 0.1, -0.1], [0.2, 0.1, 0.0], [0.1, 0.0, -0.1], [0.1, -0.2, 0.1], [0.0, 0.2, 0.0], [0.1, 0.2, -0.1], [-0.1, 0.1, -0.3], [-0.1, 0.2, 0.0], [-0.9, 0.3, 0.1], [-0.1, 0.1, -0.1], [0.1, -1.2, -0.3], [-0.3, -0.4, 0.3], [0.0, -0.1, -0.2], [0.0, -0.2, -0.2], [-0.1, 0.3, 0.0], [0.0, 0.0, 0.1], [-1.0, -0.8, 0.5], [-0.3, -0.4, 0.2], [0.1, 0.1, -0.2]], "nbo_charge": [0.2174, 0.2004, 0.4050, -0.6427, 0.2311, -0.6339, -0.9083, 0.1469, 2.5420, 0.4644, -0.6259, 0.4188, -0.7439, -0.8547, -0.6972, -0.0622, 0.1996, -0.6290, 0.3972, 0.1767, 0.4711, -0.7430, 0.1644, -0.7367, 0.7728, 0.1941, 0.2004, -0.0667, 0.1811, -0.8603, 0.2052, 0.2244, -0.6369, 0.1820, -0.8744, 0.2130, 0.2001, 0.1432, 0.2012, 0.4783, -0.8770, 0.1727, -0.7295, 0.4881, 0.2064, 0.2225, -0.7307, 0.2005, 0.4072, 0.0901, 0.2244, 0.2104, 0.4933, 0.1009, 0.2035, -0.0744, -0.6274, 0.1573, -0.8619, 0.2230, 0.2004, -0.6325, 0.2091, 0.2084], "e_homo_ha": -0.2613, "energy_ha": -1840.0669, "relative_energy_ev": 0.477, "gap_ha": 0.360, "fmax_ev_per_a": 1.37, "spin_multiplicity": 1, "charge": -1}


No. 2
{"formula": "C13H39F9N12O8SSi2", "method": "ωB97M-V/def2-TZVPD", "symbols": ["H", "H", "H", "H", "F", "O", "N", "F", "H", "N", "H", "C", "O", "C", "N", "O", "H", "H", "H", "H", "N", "H", "H", "H", "N", "N", "Si", "H", "O", "H", "H", "H", "H", "F", "C", "F", "C", "F", "C", "N", "H", "H", "C", "H", "O", "F", "H", "H", "H", "C", "Si", "O", "C", "N", "H", "N", "N", "H", "H", "F", "N", "F", "H", "H", "C", "F", "S", "H", "N", "O", "C", "H", "H", "C", "H", "H", "H", "H", "O", "H", "C", "H", "C", "H"], "positions_angstrom": [[4.7137, -1.2903, -1.2076], [-1.4074, -5.7810, 2.3133], [0.2107, -1.4780, -3.1340], [-4.0661, -4.5110, 3.4122], [-3.3600, -0.9927, -2.8120], [-0.0665, -6.0356, 0.2529], [0.1236, 6.7146, 3.7228], [-2.0764, -0.9338, -0.8586], [4.1447, -0.7079, -3.4063], [-1.5194, -6.6754, 1.8571], [-6.3357, 5.9340, 0.7538], [6.1743, -0.9521, 0.4659], [-6.4757, 7.3302, -1.2834], [-2.1706, -3.8353, 3.6048], [3.3626, -1.3223, -3.5747], [4.4263, 0.6767, -0.5113], [-0.4133, -2.8417, 3.5181], [6.1047, -0.1535, -1.6789], [-1.7535, 3.6925, -0.3113], [-2.1388, -7.3549, 2.2617], [-1.3038, 4.9613, 3.9796], [-0.4678, 3.7718, 1.0784], [5.7884, 1.9884, -1.6485], [-1.6543, -2.1145, 2.5468], [1.1361, -1.7592, -3.4207], [-3.4300, -3.7860, 3.1167], [3.4990, 3.0681, -1.4732], [5.5958, -1.8854, 0.8509], [1.9736, 0.1822, -2.6238], [6.2766, -0.1545, 1.3099], [0.6551, 4.7460, -1.8414], [-0.4892, -8.2824, -0.6944], [1.2582, -2.6501, -3.8690], [-2.3685, 1.0624, -2.2799], [-2.2334, 1.1288, 1.0617], [-2.0601, -0.0665, 1.8977], [2.1473, -0.8961, -3.1713], [-4.7166, 0.7936, -2.0864], [-6.0400, 6.1910, -1.2294], [-5.9918, 5.4818, -0.0798], [0.6926, 2.2953, -2.0094], [5.0382, -6.2267, -1.3957], [5.3630, -0.3943, -0.8256], [-1.6088, -8.7979, 0.5267], [0.4917, 4.7774, 2.6221], [-4.6222, 0.5648, 0.8670], [5.4603, 2.5289, 0.0949], [-0.4200, 7.2771, 4.3531], [4.0784, 4.2935, -2.0164], [-0.8142, -6.8800, 0.7251], [0.7177, 3.4807, -1.1174], [-1.7934, -4.7093, 4.3712], [-0.8430, 1.6401, 0.3974], [-0.9995, -8.0913, 0.1545], [-5.6371, 4.5439, -0.0148], [-5.5671, 5.5381, -2.3146], [2.4639, -4.4207, -0.8805], [3.5247, -2.2059, -4.0247], [-0.5234, 1.0563, -0.5418], [-3.9190, 2.3811, -0.3737], [-1.3628, -2.8414, 3.1767], [-4.4323, -1.1254, -0.7066], [1.8607, -5.0873, -0.4285], [-1.8742, 5.4909, 4.6147], [-0.1858, 5.4417, 3.3918], [-2.5736, 2.1771, 2.0419], [-3.3511, -0.0131, -1.4410], [-3.7586, -3.0762, 2.4858], [4.1107, -5.9759, -1.0887], [4.4235, -3.8733, -1.8569], [4.9622, 1.9961, -0.8227], [2.1299, -3.4799, -1.0283], [0.9520, 7.1098, 3.3041], [3.7116, -4.7036, -1.3103], [-0.0188, 1.4262, 1.2009], [7.2144, -1.3514, 0.1138], [3.5401, -6.6714, -0.6413], [2.8952, 2.3438, -2.6109], [2.2609, 3.3644, -0.2509], [-1.5689, 4.0131, 3.7576], [-3.4947, 1.0561, 0.0724], [-5.2046, 4.6013, -2.2907], [-0.7845, 3.2307, 0.1047], [-5.5857, 6.0337, -3.1930]], "forces_ev_per_angstrom": [[1.2, 1.7, 0.7], [0.0, -0.3, 0.1], [0.2, -0.1, -0.1], [0.1, 0.2, -0.1], [0.1, 1.8, 2.5], [0.3, 0.2, -0.2], [0.5, 0.9, 0.0], [-1.9, 2.0, -0.9], [-0.2, -0.2, 0.0], [-0.2, 0.5, 0.4], [0.1, -0.1, -0.2], [-0.1, -0.5, -0.4], [0.0, -0.1, 0.0], [0.2, 0.2, 0.3], [0.7, 0.2, -0.4], [2.2, 0.2, -0.9], [-0.2, 0.0, -0.1], [-1.2, 0.1, 1.3], [1.5, -0.8, 0.6], [0.1, 0.1, 0.0], [-0.8, -0.7, 0.2], [-0.8, -0.8, -1.5], [-1.4, -0.2, 1.3], [0.0, -0.1, 0.1], [-1.1, -0.5, 0.0], [-1.0, -0.3, -0.2], [-0.5, -0.8, 1.5], [1.0, 1.8, -0.4], [-0.3, -0.1, 0.0], [-0.1, -1.5, -1.6], [0.0, 0.3, -0.1], [-0.2, 0.0, 0.2], [0.0, 0.1, 0.1], [-1.4, -2.0, 2.0], [1.8, 1.9, 1.9], [-0.9, 2.7, -2.6], [0.4, 0.4, 0.1], [2.4, -1.6, 1.1], [-0.2, 0.7, -0.1], [-0.1, -0.3, 1.1], [-0.2, 0.3, -0.1], [-0.3, 0.1, 0.1], [-0.2, -1.8, 0.2], [0.1, 0.1, 0.0], [0.0, 0.0, 0.0], [3.1, 1.6, -2.1], [-0.8, -1.2, -1.4], [0.1, -0.1, -0.1], [0.1, 0.6, 0.2], [-0.1, 0.2, 0.3], [0.8, -1.1, 2.1], [0.0, -0.3, -0.1], [0.5, -0.2, 0.7], [0.2, -0.8, -0.8], [0.0, 0.1, 0.0], [0.3, -0.2, -1.0], [-0.6, 0.4, 0.1], [0.0, 0.0, 0.2], [-0.9, 0.6, 1.5], [1.7, -3.6, 1.3], [0.8, 0.4, -0.1], [2.2, 1.6, -1.8], [-0.2, 0.0, 0.0], [0.1, -0.1, -0.1], [0.2, -0.2, -0.2], [0.2, -2.6, -2.2], [-2.1, -2.5, -3.4], [0.1, -0.1, 0.1], [0.7, -0.9, 0.0], [0.3, 0.1, -0.2], [0.6, 0.8, 0.5], [0.1, -0.2, 0.1], [-0.2, -0.1, 0.1], [-0.2, 0.4, 0.0], [-1.7, 0.3, -1.4], [-1.8, 0.9, 0.8], [0.0, 0.1, 0.0], [0.0, 0.2, 0.1], [-0.5, -0.1, -3.2], [0.0, 0.2, 0.1], [-3.1, 2.1, 3.1], [-0.1, 0.1, 0.0], [0.4, 0.0, 0.6], [0.0, -0.1, 0.2]], "mulliken_charge": [-0.2402, 0.1863, 0.1521, 0.2213, -0.2987, -0.6797, -0.4148, -0.2720, 0.2076, -0.2935, 0.1918, -0.9426, -0.6609, 0.5569, -0.3274, -0.1437, 0.1907, 0.3098, 0.2485, 0.1586, -0.3626, -0.1960, 0.2552, 0.1574, -0.3904, -0.3050, 0.4179, 0.2304, -0.4976, 0.2695, -0.2074, 0.2268, 0.1609, -0.2747, 0.5919, -0.2228, 0.5140, -0.3366, 0.6108, -0.3321, -0.1685, 0.2193, 0.1790, 0.1627, -0.6551, -0.2560, 0.2339, 0.1524, -0.2135, 0.6039, 0.5450, -0.6709, -0.7909, -0.4001, 0.1682, -0.3234, -0.1672, 0.1508, 0.1561, -0.2422, -0.2749, -0.3566, 0.2123, 0.1592, 0.6940, -0.2893, 1.2314, 0.1355, -0.4115, -0.6362, -0.5353, 0.1199, 0.2388, 0.5593, 0.4161, 0.2685, 0.1490, -0.1105, -0.0471, 0.2004, 0.6329, 0.1593, 0.1442, 0.1977], "e_homo_ha": -0.3277, "energy_ha": -3653.7969, "gap_ha": 0.251, "fmax_ev_per_a": 4.83, "spin_multiplicity": 1}


No. 3
{"formula": "C13H39N8O9V", "method": "ωB97M-V/def2-TZVPD", "symbols": ["H", "H", "H", "H", "N", "H", "H", "N", "H", "N", "O", "O", "C", "H", "H", "H", "H", "H", "H", "O", "O", "C", "C", "C", "H", "O", "H", "H", "H", "H", "H", "C", "H", "N", "H", "N", "H", "O", "H", "H", "O", "C", "H", "H", "N", "C", "H", "V", "C", "H", "C", "C", "C", "H", "H", "H", "N", "H", "H", "H", "H", "N", "H", "O", "O", "H", "H", "C", "C", "H"], "positions_angstrom": [[1.9890, 1.2240, -3.6856], [-3.4296, -4.6091, 1.0920], [0.0162, 5.6934, 0.7958], [2.0765, 0.1316, 3.8846], [-3.4084, -1.6512, -2.1177], [5.1853, -2.2129, -0.1750], [-4.8795, -0.3648, -3.5761], [0.0295, 4.9775, 0.0933], [1.0511, 1.5041, 3.8115], [-1.1397, 4.0651, -1.6718], [-1.6033, 6.1654, -1.0027], [-2.2779, 0.3211, -1.9705], [0.0676, -1.8367, 3.7582], [-0.7681, -2.4516, 3.4232], [5.6019, -1.2549, 1.2931], [-4.7733, 1.8920, 0.6021], [4.0607, 1.0418, -0.6548], [2.6726, 0.3502, -2.2762], [-2.8433, -2.1355, -1.4474], [-2.4932, 1.0456, 1.0918], [0.4237, -0.6779, -0.7401], [-0.8989, 5.1568, -0.8916], [-2.6765, -2.7308, 0.8488], [0.0739, -0.3842, 3.2932], [3.7000, -2.6951, -4.1326], [-1.8365, -1.9708, 0.3743], [-2.3654, 0.3118, 3.3738], [0.0217, -1.8933, 4.8557], [-2.0582, 4.1234, -2.0777], [2.1734, -0.8053, 1.6904], [0.4731, 4.0823, 0.1751], [3.6328, -0.7969, 0.4181], [4.8011, -1.2749, -3.7411], [-3.7557, -2.2470, 1.5691], [0.9322, 0.4522, 5.2028], [-4.2341, 0.2471, -3.1077], [-0.6902, 3.1658, -1.6687], [0.3192, -0.2550, 1.9545], [3.0150, -1.2331, -0.3710], [2.5083, 1.0700, 0.2072], [-0.3227, 1.7301, -0.2210], [3.8175, -1.7336, -3.6333], [5.5736, -0.6039, -0.3835], [-3.9470, 1.0368, 3.8770], [-2.7209, -4.0736, 0.6338], [5.0763, -1.2557, 0.3438], [3.9956, 1.2635, 1.1128], [-0.6139, 0.2418, 0.0889], [3.5470, 0.7505, 0.2610], [-4.4537, -2.8816, 1.9057], [-3.2445, -0.3251, -2.3834], [1.0541, 0.4546, 4.1185], [2.7917, 0.5716, -3.3377], [-4.2301, 1.1846, -3.4590], [3.5917, -0.0128, -5.5929], [1.7952, -1.2436, -3.6946], [-3.2581, 0.7610, 3.2076], [1.0432, -2.3041, 3.5954], [-5.3637, 1.6608, 2.2247], [3.6950, -1.9779, -2.5727], [-2.0948, -4.5728, 0.0290], [-4.6472, 1.5452, 1.5349], [-4.1678, -2.1425, -2.5481], [2.7947, -0.5379, -5.4766], [3.0807, -1.1757, 1.6786], [3.6994, 1.1740, -3.4440], [-0.8707, 0.0409, 3.6999], [-3.4348, 1.0753, 1.8992], [2.6981, -0.7688, -4.0805], [-3.5769, -1.4214, 2.1161]], "forces_ev_per_angstrom": [[-0.2, -0.1, 0.2], [0.0, -0.2, 0.1], [0.4, -0.2, 0.1], [0.0, -0.2, 0.2], [-0.6, 0.1, -0.6], [-0.2, -0.3, 0.6], [-0.1, 0.1, 0.0], [-0.1, 0.6, -0.8], [-0.4, -0.1, -0.2], [-0.5, 0.3, -1.0], [0.8, -0.4, 0.2], [-0.1, -0.1, 0.6], [0.6, -0.3, 1.2], [0.2, 0.1, -0.5], [-0.1, 0.1, 0.1], [0.1, 0.1, 0.0], [0.0, 0.2, 0.0], [-0.2, 0.3, 0.0], [0.5, 0.3, 0.0], [-0.5, -1.0, 0.1], [-1.4, 1.5, 0.6], [-1.1, -0.2, 0.6], [-0.5, 0.6, 0.0], [-0.4, 0.4, 1.3], [0.4, 0.1, -0.4], [0.0, -0.4, 0.1], [-0.1, 0.3, 0.7], [-0.3, 0.4, 0.0], [0.2, -0.1, -0.3], [0.0, -0.3, 0.1], [0.0, 0.0, 0.5], [-0.2, 1.1, 0.7], [0.1, -0.2, -0.3], [0.6, -0.1, -0.2], [-0.3, -0.4, 0.0], [-1.0, -0.5, -0.6], [0.1, 0.1, 0.5], [-1.0, 0.5, -2.1], [0.2, -0.1, -0.2], [-0.1, 0.0, -0.1], [0.9, 1.2, -0.4], [-0.6, 0.1, 0.5], [0.2, 0.2, 0.4], [0.2, -0.2, 0.5], [-0.1, 0.1, 0.0], [0.1, -0.1, -1.5], [0.2, -0.1, 0.0], [1.2, -3.4, 1.5], [0.0, -0.7, 0.1], [0.0, -0.1, 0.3], [1.2, 0.2, 0.8], [1.3, 0.3, -0.5], [-0.5, -0.2, 0.3], [0.6, 0.1, 0.2], [0.0, 0.0, -0.1], [-0.6, 0.1, -1.1], [-0.2, -0.5, -1.2], [-0.2, -0.1, -0.7], [-0.2, 0.1, -0.1], [0.0, 0.2, 0.0], [0.3, 0.4, 0.0], [-0.1, -0.3, 0.2], [-0.1, -0.1, 0.1], [-0.8, -0.5, -0.2], [-0.2, 0.1, -0.3], [0.3, -0.5, -0.3], [-0.3, -0.1, -0.7], [0.9, 1.1, -0.5], [2.0, 0.5, 1.3], [-0.1, 0.1, 0.0]], "mulliken_charge": [0.3430, 0.1345, 0.2051, 0.3310, -0.2669, 0.4003, 0.1419, -0.3638, 0.3115, -0.3091, -0.6965, -0.6178, -1.1876, 0.1440, 0.3607, 0.2518, 0.3858, -0.0752, 0.1769, -0.3502, -0.5845, 0.5877, 0.4222, 0.9715, 0.3566, -0.3249, 0.1869, 0.4413, 0.1633, 0.1752, 0.2155, 1.4041, 0.2969, -0.3773, 0.3942, -0.4274, 0.2335, 0.0581, -0.2369, -0.0609, -0.5490, -1.0619, 0.3734, 0.1560, -0.3931, -1.5365, 0.3694, 1.2495, -1.1106, 0.1622, 0.5783, -1.5620, -0.8372, 0.2408, 0.3622, 0.2067, -0.3425, 0.2442, 0.1510, 0.2032, 0.2461, -0.4321, 0.1571, -0.5840, -0.6416, 0.4785, -0.2576, 0.4060, 0.3117, 0.1977], "e_homo_ha": -0.3167, "energy_ha": -2578.0931, "relative_energy_ev": 0.000, "gap_ha": 0.307, "fmax_ev_per_a": 3.92, "spin_multiplicity": 1}


- What is the formula in the third record?
  C13H39N8O9V